# C25H65N2O11

10 unconnected molecules or ions with the total composition C25H65N2O11 at a distorted geometry (ωB97M-V/def2-TZVPD, the Open Molecules 2025 dataset).

Geometry as XYZ:
```
103
Properties=species:S:1:pos:R:3:forces:R:3:lowdin_charge:R:1
H 3.4198 -6.2118 -1.2065 0.024 0.074 0.005 0.09
H -0.5262 -7.7967 1.5796 0.178 0.033 -0.129 0.11
C 0.1285 3.5806 1.5538 -0.625 2.555 -0.600 -0.09
H -6.1978 -5.6828 2.6397 -0.038 -0.114 0.061 0.07
C -4.4040 -6.6893 3.3003 -0.345 0.227 0.002 -0.31
H -4.7821 -6.9453 4.2949 -0.022 -0.185 -0.061 0.11
H -1.0813 -2.6456 -5.6347 0.143 0.058 0.099 0.11
H -6.1390 2.0852 -4.2081 -0.022 0.086 -0.005 0.08
C -2.2382 -1.3132 4.3465 -0.016 -0.159 0.107 -0.08
H 4.5420 -1.2190 -6.1709 0.075 -0.081 0.062 0.08
C 0.6395 0.3854 0.4699 3.843 -0.474 -1.895 0.11
H 1.0220 4.2377 1.8956 -1.321 -1.467 -0.837 0.12
N 2.3543 2.1054 1.1537 2.043 -2.096 -2.398 0.15
O -2.9437 0.3291 2.7343 -0.109 0.253 -0.359 -0.09
H 0.2854 -2.6077 -3.1458 0.118 -0.065 -0.111 0.04
C -0.6432 -5.6985 2.0626 -0.105 -0.053 0.087 -0.09
H 3.6120 5.1602 2.0466 -0.201 0.013 -0.027 0.11
C 4.4839 -2.7452 -4.6478 -0.023 -0.128 -0.400 -0.31
C 3.2688 -5.1305 -1.2360 0.041 -0.105 0.019 -0.08
H 3.8396 7.5500 2.7557 0.049 -0.087 -0.077 0.06
H -0.7764 3.9900 2.1442 1.377 -1.126 -0.812 0.16
C 4.6779 -2.2999 -6.0830 0.069 0.096 -0.068 -0.08
O 2.0039 6.2142 1.3491 -0.240 -0.135 0.024 -0.11
O 1.7228 9.9220 3.3287 0.093 -0.001 -0.216 -0.09
H -1.2940 -5.8266 2.9296 0.007 0.126 -0.094 0.06
H -0.1010 -3.9642 -4.9661 -0.125 -0.117 -0.136 0.11
H -0.4476 0.0349 0.6046 1.913 1.112 0.080 0.15
H -3.7421 -7.4913 2.9664 0.093 0.177 0.071 0.11
H -2.0721 -2.3797 4.5167 0.046 0.060 0.033 0.07
H 2.0801 10.6102 3.9051 -0.091 -0.121 -0.163 0.09
H -1.6307 -4.0594 -2.9688 0.015 -0.089 -0.094 0.07
C -0.2517 3.8069 -0.0004 -1.486 0.558 0.465 -0.35
H 4.3849 2.0395 0.3048 -1.930 -0.738 0.244 0.14
O -0.0074 -2.1731 -3.9607 0.119 0.240 -0.066 -0.11
C 3.3507 1.5485 0.3365 -2.919 -2.200 -0.568 0.01
O 3.1785 -2.3916 -4.1950 -0.062 -0.064 0.424 -0.11
C 1.5086 8.7628 4.1250 -0.047 0.338 0.258 -0.34
H -1.3026 -0.7773 4.5330 0.029 -0.101 -0.039 0.07
H 3.8760 -0.1477 -1.1356 -1.517 0.717 0.968 0.12
H 1.3445 -1.2943 -1.0963 0.536 1.473 1.130 0.11
H -4.2114 4.7049 -2.7557 0.131 -0.123 -0.124 0.09
H -2.1000 0.7724 2.8801 -0.116 0.044 0.115 0.06
C -1.4533 2.8326 -0.4999 1.339 -0.108 -0.590 -0.03
H 5.2115 -2.2584 -3.9948 -0.183 -0.012 0.061 0.11
H -5.1566 3.2555 -5.1158 0.017 -0.098 0.088 0.08
H -3.7410 2.0002 -3.4775 0.095 0.177 0.057 0.11
C 4.1528 7.2278 1.7598 0.127 0.032 0.102 -0.08
H -2.5952 -2.7543 -3.6443 0.043 -0.038 -0.125 0.08
H -2.1210 3.4177 -1.2248 0.742 -0.990 1.230 0.08
H 3.3219 -4.7384 -0.2162 -0.047 -0.053 -0.029 0.08
H 3.9332 8.0515 1.0747 0.083 -0.073 -0.013 0.08
C 1.9352 -4.7879 -1.8691 0.206 -0.115 0.048 -0.29
C 0.5325 9.0686 5.2439 -0.116 -0.067 0.080 -0.09
H 5.2317 7.0554 1.7678 -0.043 0.063 -0.021 0.08
H 1.1142 7.9762 3.4781 0.123 0.151 -0.101 0.10
C 3.4074 5.9746 1.3474 0.064 0.404 -0.167 -0.32
O -3.6342 -5.4952 3.3969 0.184 0.192 0.075 -0.11
O -3.6248 3.9983 -3.0571 0.290 0.099 0.174 -0.10
H 1.5832 -6.0474 0.8425 -0.108 -0.203 0.021 0.06
H -4.7775 2.5568 -2.1498 -0.046 -0.189 -0.039 0.11
H -0.9494 1.9966 -1.1245 -0.879 1.125 0.909 0.08
H -2.9652 -0.9483 5.0763 0.003 -0.071 -0.112 0.08
H -6.1899 3.8163 -3.8097 -0.031 -0.117 0.057 0.08
H -1.2567 -5.4325 1.1977 -0.032 -0.109 0.088 0.08
H 0.7726 -7.2274 2.6444 -0.152 -0.082 0.087 0.11
H 3.7079 5.6532 0.3446 0.136 -0.083 0.038 0.11
C 1.6390 -0.3685 -0.4835 1.167 4.145 2.710 0.09
H 2.5389 -2.8325 -4.7717 -0.060 0.287 0.134 0.09
H 3.9371 -2.7688 -6.7370 0.108 -0.074 0.023 0.08
H 0.7055 3.2541 -1.6865 -0.037 0.749 1.059 0.10
H 5.6766 -2.5600 -6.4406 -0.086 0.000 -0.027 0.08
O 0.2512 2.1749 1.9346 0.046 0.099 -0.217 -0.07
N 1.1715 1.5369 1.1403 -1.173 -2.269 -1.338 -0.14
H -0.4219 9.4119 4.8367 0.077 -0.099 -0.016 0.08
O 0.8909 3.8032 -0.8843 -0.653 -1.042 -0.057 -0.08
H -3.6735 -1.5793 2.7611 0.040 0.202 -0.108 0.12
H 0.9142 9.8709 5.8819 0.035 -0.118 0.039 0.07
O 0.9847 -6.7807 0.6487 0.155 -0.081 -0.267 -0.10
C 0.1471 -6.9625 1.7862 0.103 0.435 0.099 -0.31
H -2.5386 -4.3255 -4.4735 0.002 0.012 0.093 0.08
H -4.2234 -4.7926 3.7012 0.118 -0.178 -0.048 0.08
H 1.8794 -5.1664 -2.8947 0.005 -0.124 0.039 0.12
H 1.8299 6.9290 0.7221 0.003 -0.128 0.165 0.10
C -5.5444 -6.5000 2.3200 -0.050 -0.077 -0.129 -0.09
H -1.9994 -1.4133 2.1982 -0.034 -0.278 -0.004 0.09
H 2.4822 -2.9941 -2.4115 -0.125 -0.070 -0.321 0.05
C -0.7559 -3.1247 -4.7089 -0.060 -0.025 0.387 -0.32
H -5.1604 -6.2332 1.3320 0.017 -0.101 0.074 0.08
C 3.0309 0.2967 -0.5037 -1.961 0.434 1.200 0.04
C -4.3993 2.8064 -3.1466 -0.345 0.235 -0.029 -0.33
H 0.3553 8.1839 5.8604 -0.003 0.081 0.034 0.07
O 1.7539 -3.3740 -1.8918 -0.221 0.561 0.213 -0.14
C -2.7292 -1.0599 2.9352 0.270 0.069 0.324 -0.33
H 1.1160 -5.2256 -1.2956 0.008 0.134 -0.113 0.10
H 4.0913 -4.6753 -1.7956 -0.023 -0.092 -0.031 0.07
H 4.6071 -3.8289 -4.5548 0.188 0.015 -0.006 0.11
H -0.6916 4.8763 -0.0445 0.822 -1.569 0.345 0.15
C -1.9521 -3.5981 -3.9074 -0.146 -0.076 -0.025 -0.09
H -2.0044 2.3216 0.3562 0.519 0.932 -1.140 0.09
H -6.1396 -7.4118 2.2327 -0.023 0.089 -0.008 0.08
C -5.5402 2.9952 -4.1261 -0.056 -0.075 -0.129 -0.09
H 0.0293 -4.8548 2.2485 0.039 -0.055 0.104 0.07
H 2.4714 8.4293 4.5262 -0.062 -0.195 0.078 0.10
```
Forces are in eV/Å.

HOMO energy	-11.77	eV
molecular weight	569.80	g mol⁻¹
LUMO energy	-0.16547	Ha
net charge	+1

# C25H66BrClN8O4P3

3 unconnected molecules or ions with the total composition C25H66BrClN8O4P3 at a distorted geometry (ωB97M-V/def2-TZVPD, the Open Molecules 2025 dataset).

Geometry as XYZ:
```
108
Properties=species:S:1:pos:R:3:forces:R:3:lowdin_charge:R:1
C 3.9579 2.3692 2.0929 0.032 0.228 0.034 -0.14
O -8.7461 4.0975 -1.8636 0.435 -2.763 -0.444 -0.27
H -9.0243 2.9496 0.4295 -0.031 0.051 -0.009 0.07
O -1.5413 -0.0458 2.3390 0.220 -0.066 -0.088 -0.33
H 2.9547 -7.0288 -0.0890 0.215 -0.241 -0.040 0.12
N -7.6216 4.5451 0.3797 0.471 0.320 -0.272 -0.33
H 5.7686 2.2422 -2.6562 0.015 0.008 0.035 0.08
Br -2.5289 0.3943 -0.4787 0.542 -0.149 0.069 0.47
C 6.9918 1.8262 2.6333 -0.037 -0.085 0.122 -0.12
H -2.4895 -4.1521 1.6758 -0.019 -0.005 -0.303 0.09
H 0.2810 -5.7199 1.7273 0.089 -0.108 -0.072 0.06
H 3.6016 -1.7789 -0.8762 0.233 0.020 0.094 0.09
H 0.1615 -1.5319 1.8361 -0.173 -0.026 0.189 0.12
H 3.4255 -3.1065 -1.9536 -0.085 -0.044 -0.138 0.10
C 3.2239 1.0058 0.2831 0.018 -0.298 -0.022 -0.17
H 0.4645 -3.9161 0.3029 -0.089 -0.094 -0.038 0.07
H 0.8159 -7.5986 -3.9536 -0.095 -0.180 -0.017 0.09
H -1.3799 -4.1754 -1.6317 0.289 -0.009 0.091 0.09
C -0.1370 -1.9137 0.8661 0.454 -0.226 0.294 -0.16
H -2.0151 0.5253 2.9640 0.171 -0.013 0.114 0.09
C -8.4117 3.5536 1.1035 0.182 -0.414 -0.140 -0.12
H 7.6413 4.2207 -0.0754 -0.028 -0.040 0.010 0.08
N 5.9326 3.1262 -0.7456 0.569 -1.953 -2.169 -0.31
C -1.8708 -3.3840 2.1186 0.259 -0.428 0.120 -0.61
H -1.9585 -2.1323 -1.0697 -0.034 0.266 0.050 0.07
H 3.2374 0.0862 0.8906 -0.093 -0.038 -0.083 0.08
H 4.0125 -5.3943 1.2451 0.008 0.048 0.176 0.11
H -0.0771 -6.9939 -2.5181 -0.102 -0.128 -0.001 0.08
C 3.8790 -3.6563 0.0679 -0.370 0.165 0.484 -0.19
H 6.1885 4.3970 0.9213 -0.022 -0.097 -0.002 0.07
H 0.2893 -3.5901 2.6452 -0.096 0.427 -0.145 0.09
H 3.3939 0.7186 -0.7527 -0.011 -0.031 0.010 0.07
N -1.8325 -4.1407 -0.7358 -0.163 0.102 0.004 0.08
H -1.4451 -5.9520 1.9731 -0.104 -0.072 0.033 0.08
H 4.2657 1.6187 2.8335 -0.135 0.030 0.037 0.08
H 7.8755 2.3058 3.0586 0.086 -0.094 -0.050 0.09
H -8.1072 6.0929 -3.5948 -0.008 -0.025 -0.023 0.09
H 8.9557 0.9181 1.4708 -0.073 -0.014 0.063 0.08
H 2.2282 1.4554 0.3389 0.052 0.119 0.112 0.08
H 6.2507 5.1548 -0.6595 -0.018 -0.036 -0.047 0.09
C 0.9057 -2.9310 0.3945 0.162 -0.137 0.038 -0.18
H -8.7205 6.3441 0.7298 0.014 -0.006 0.031 0.09
H 2.8856 2.5345 2.2161 -0.032 -0.028 -0.099 0.08
H 1.6340 -3.0519 1.1910 0.138 0.236 0.088 0.10
C 8.3759 1.3863 0.6771 0.032 0.183 -0.456 -0.11
H 6.1470 2.3996 2.9976 0.071 -0.030 -0.064 0.04
C -0.5367 -5.5533 2.4231 -0.065 0.346 -0.219 -0.06
H 4.4316 3.3228 2.3315 0.097 -0.064 -0.012 0.07
C -6.0024 1.8110 -1.3465 -0.146 0.007 -0.101 -0.14
C 3.3081 -6.1286 -0.5925 -0.702 0.258 0.534 -0.15
P -7.3860 4.1440 -1.2710 1.167 4.330 1.334 0.67
C 1.6291 -2.5748 -0.9083 -0.242 -0.132 -0.258 -0.17
C -7.1932 5.4887 -3.5664 -0.193 -0.071 -0.038 -0.14
H 2.7323 -5.1260 -2.3950 -0.139 0.125 -0.088 0.12
C 2.3048 -5.8475 -1.6882 0.545 0.137 -0.509 -0.26
C -2.2139 -2.8377 -0.2916 0.172 -1.108 -0.144 -0.29
H -1.4722 -4.7999 -0.0690 -0.078 -0.137 -0.037 0.06
C 3.1577 -2.7700 -0.9545 0.179 0.135 -0.175 -0.18
H 2.3551 -5.0057 0.9577 -0.144 0.248 -0.033 0.07
C 6.5460 4.2661 -0.0977 0.125 0.114 0.355 -0.12
O 5.7036 0.1373 -0.1004 0.637 0.465 -2.607 -0.29
C 3.3314 -5.0253 0.4771 0.579 -0.555 -0.289 -0.20
Cl -2.9749 -2.7801 3.4054 0.102 0.282 -0.041 0.68
H 4.8994 -3.8036 -0.2822 0.083 0.015 -0.146 0.12
P -2.6022 -0.7968 1.4039 -1.349 0.068 -0.021 0.60
H -4.9197 4.5557 0.2690 -0.090 0.013 -0.034 0.07
H -5.8016 7.2606 -2.5201 -0.020 -0.071 -0.083 0.08
C 6.3287 3.0368 -2.1582 -0.077 -0.169 -0.050 -0.12
P 5.8041 1.6121 0.0853 -0.943 1.396 4.203 0.68
H 8.9678 2.2130 0.2673 0.039 -0.023 0.060 0.07
H 1.3944 -5.3840 -1.2837 -0.110 -0.132 0.229 0.10
H 4.0017 -3.0776 0.9867 -0.029 0.060 0.097 0.11
C -0.6752 -4.0560 2.7916 0.201 -0.932 0.285 -0.23
H -0.8378 -4.0395 3.8620 -0.164 0.298 0.111 0.09
H 7.3978 2.8207 -2.2842 -0.008 0.107 -0.037 0.08
H -7.7685 2.8716 1.6756 -0.045 0.039 0.056 0.07
N -1.5681 -2.3850 1.0076 -0.041 1.539 0.049 -0.31
H -6.5484 1.6576 -2.2794 -0.018 0.014 0.036 0.08
H -6.9751 6.5509 0.5381 -0.048 -0.081 0.010 0.04
H -6.5251 1.2487 -0.5573 0.108 -0.056 -0.008 0.08
H -0.3511 -6.1266 3.3229 0.137 -0.165 0.031 0.09
N 7.0883 1.8581 1.1852 -0.543 0.210 0.179 -0.33
H -5.4465 3.0426 1.0262 -0.017 0.037 -0.032 0.08
N -5.9070 3.2421 -1.0487 -1.750 -2.096 -1.036 -0.31
C 0.8082 -6.8731 -3.1499 0.266 0.369 0.074 -0.11
H -7.1409 7.2690 -1.3709 0.062 0.088 -0.091 0.08
H -9.0938 4.0365 1.8015 0.003 0.083 -0.034 0.08
H -7.5817 5.8495 2.0024 -0.112 -0.078 0.020 0.09
H -0.1589 -1.0331 0.2282 -0.166 -0.098 -0.301 0.08
H 6.1019 3.9692 -2.6762 -0.015 0.031 0.074 0.08
C -6.2758 6.6915 -1.7195 0.227 0.003 0.142 -0.15
N -6.6343 5.3759 -2.2193 -0.068 0.233 0.280 -0.31
H 0.7753 -5.8685 -3.5843 -0.053 0.015 -0.200 0.08
H 1.4104 -1.5376 -1.1644 0.087 0.141 0.047 0.10
O 1.9880 -7.0255 -2.3925 -0.106 -0.136 0.158 -0.17
C -7.7409 5.8873 0.9222 -0.089 0.134 0.005 -0.12
H -4.0841 3.0634 -0.1168 -0.016 -0.016 -0.053 0.05
H 6.9187 0.8076 3.0387 0.029 0.025 0.009 0.09
H 8.2546 0.6384 -0.1105 -0.021 -0.032 0.043 0.07
H -5.5351 6.6365 -0.9184 -0.088 -0.052 0.048 0.07
C -5.0674 3.4921 0.0965 0.004 0.242 0.295 -0.14
H -3.2904 -2.8106 -0.0993 -0.087 0.238 0.127 0.12
N 4.2236 1.9603 0.7269 0.136 0.020 0.344 -0.30
H -5.0099 1.3718 -1.4770 -0.063 0.146 0.009 0.01
H -6.4482 5.9456 -4.2202 0.056 0.047 0.081 0.08
H 4.3124 -6.3051 -0.9676 0.016 -0.077 -0.231 0.12
H -7.4330 4.5104 -3.9755 -0.024 -0.004 0.022 0.07
H 1.1863 -3.1474 -1.7245 -0.130 -0.100 -0.016 0.09
```
Forces are in eV/Å.

HOMO energy	-9.66	eV
molecular weight	751.13	g mol⁻¹
LUMO energy	-0.11545	Ha
net charge	+1

Number 1: frontier orbital gap 7.27 eV. Number 2: frontier orbital gap 6.52 eV.